Density functional theory data (wB97M-V/def2-TZVPD) for one molecule with the formula C17H24N2O2.

CARTESIAN COORDINATES (ANGSTROEM)
C1 -1.62158 -2.56778 1.14516
C2 -2.63881 -1.62068 0.62255
N1 -3.70919 -1.98339 -0.01969
C3 -4.37751 -0.82298 -0.32279
C4 -5.57568 -0.62147 -0.99731
C5 -6.00627 0.67857 -1.15981
C6 -5.27079 1.76111 -0.67355
C7 -4.07899 1.58395 0.00042
C8 -3.64580 0.28041 0.17305
N2 -2.54140 -0.26109 0.79017
C9 -1.47255 0.46167 1.41401
C10 -0.38934 0.88393 0.40604
O1 -0.80434 2.06187 -0.23602
C11 0.95778 1.13411 1.11198
O2 1.86221 1.74847 0.21743
C12 2.92365 0.96795 -0.31802
C13 3.96419 0.58089 0.73792
C14 5.16158 -0.08953 0.07060
C15 4.71752 -1.32256 -0.71095
C16 3.66724 -0.94472 -1.75125
C17 2.46710 -0.27442 -1.08692
H1 -0.63950 -2.35516 0.72406
H2 -1.91827 -3.57480 0.86916
H3 -1.55488 -2.50376 2.23140
H4 -6.13822 -1.45966 -1.37620
H5 -6.93356 0.87013 -1.68012
H6 -5.64392 2.76227 -0.83241
H7 -3.50070 2.42228 0.35568
H8 -1.02611 -0.16307 2.19209
H9 -1.88006 1.36681 1.87166
H10 -0.26642 0.08243 -0.34213
H11 -0.00786 2.48886 -0.58243
H12 0.79595 1.84667 1.92930
H13 1.35147 0.20425 1.52860
H14 3.39047 1.66540 -1.02477
H15 4.27770 1.47789 1.27513
H16 3.52390 -0.10878 1.46182
H17 5.89364 -0.37159 0.82961
H18 5.63985 0.61839 -0.60972
H19 5.57784 -1.77987 -1.20271
H20 4.29760 -2.05839 -0.02096
H21 3.33634 -1.83538 -2.28870
H22 4.10719 -0.25872 -2.47826
H23 1.99613 -0.98269 -0.40084
H24 1.73239 0.01217 -1.84227

**Energy above the lowest of the compared OMol25 structures with the same formula, charge and spin**: 28.6 kcal per mole
**Max |F|**: 0.8 eV/A
**2S+1**: 1
**HOMO**: -8.2 eV
**Total energy**: -25094.422 eV
**SMILES string**: Cc1nc2ccccc2n1C[C@@H](O)COC1CCCCC1
**LUMO**: 0.62 eV
**Orbital gap**: 8.77 eV

=====

Density functional theory data (wB97M-V/def2-TZVPD) for one molecule with the formula C17H24N2O4.

CARTESIAN COORDINATES (ANGSTROEM)
C1 -4.03052 -3.16565 1.07327
C2 -4.75791 -2.23863 0.10717
C3 -4.39424 -0.78011 0.34605
O1 -3.00251 -0.61643 0.08744
C4 -2.54363 0.63400 0.03585
O2 -3.28250 1.60749 0.22674
C5 -1.14016 0.74344 -0.25751
C6 -0.30157 -0.45421 -0.49071
N1 -0.36206 -1.41477 0.48469
N2 0.37622 -0.50348 -1.56116
C7 1.26370 -1.61469 -1.82012
C8 2.35603 -1.76596 -0.78877
C9 2.78196 -3.01831 -0.36419
C10 3.78614 -3.13574 0.58205
C11 4.37061 -2.00188 1.11877
C12 3.94918 -0.74934 0.70238
C13 2.95075 -0.63179 -0.24665
C14 -0.59171 2.00307 -0.35994
O3 -1.30064 3.10257 -0.17895
O4 0.69643 2.13746 -0.61550
C15 1.25249 3.44960 -0.65482
C16 1.56769 3.97240 0.74665
C17 2.58393 3.08671 1.45743
H1 -4.29238 -2.92766 2.10215
H2 -4.29865 -4.20116 0.87970
H3 -2.95641 -3.05477 0.95099
H4 -4.49191 -2.49954 -0.91801
H5 -5.83787 -2.34473 0.22147
H6 -4.60041 -0.48698 1.38289
H7 -4.96199 -0.11433 -0.31350
H8 0.32615 -2.14751 0.48740
H9 -0.82074 -1.20982 1.35339
H10 0.70321 -2.55593 -1.91067
H11 1.72343 -1.40772 -2.79425
H12 2.32740 -3.90836 -0.77890
H13 4.10983 -4.11562 0.90276
H14 5.15163 -2.09391 1.85939
H15 4.40323 0.13825 1.11939
H16 2.60617 0.33792 -0.57343
H17 -2.25026 2.80326 0.00246
H18 0.56854 4.12889 -1.17147
H19 2.17014 3.33832 -1.23692
H20 0.64263 4.01580 1.32388
H21 1.95442 4.98821 0.65152
H22 2.76680 3.45111 2.46526
H23 2.21682 2.06474 1.51823
H24 3.52689 3.08070 0.91510

**Energy above the lowest of the compared OMol25 structures with the same formula, charge and spin**: 31.0 kcal per mole
**Max |F|**: 0.8 eV/A
**2S+1**: 1
**HOMO**: -8.4 eV
**Total energy**: -29189.145 eV
**SMILES string**: CCCOC(=O)C(/C(N)=N/Cc1ccccc1)=C(\O)OCCC
**LUMO**: 0.81 eV
**Orbital gap**: 9.22 eV

=====

Density functional theory data (wB97M-V/def2-TZVPD) for one molecule with the formula C17H24N2O4S in a non-equilibrium geometry.

CARTESIAN COORDINATES (ANGSTROEM)
O1 -1.85338 -2.01606 1.53496
C1 -2.14152 -1.74032 0.39056
N1 -3.40274 -1.40806 0.02025
C2 -4.41145 -1.07478 0.99250
C3 -4.78165 0.41761 0.95908
C4 -5.59274 0.83934 -0.27334
C5 -5.16847 2.29471 -0.44764
C6 -3.70184 2.23640 -0.01970
O2 -3.60385 1.21448 0.95804
C7 -1.15507 -1.80021 -0.77790
C8 0.21953 -2.28807 -0.30936
C9 0.89094 -1.24568 0.58807
N2 0.93682 0.07123 -0.01198
S1 2.18263 0.26899 -1.11602
O3 2.38017 -0.88090 -1.96096
O4 1.98164 1.53460 -1.76267
C10 3.57163 0.39778 0.00609
C11 4.62505 -0.49017 -0.08208
C12 5.68968 -0.36561 0.79657
C13 5.68437 0.64271 1.74699
C14 4.62088 1.52965 1.82462
C15 3.55590 1.40776 0.94824
C16 -0.35366 0.55119 -0.45593
C17 -0.99288 -0.42601 -1.44212
H1 -3.57476 -1.14085 -0.93565
H2 -3.98192 -1.32425 1.96510
H3 -5.31549 -1.67080 0.82905
H4 -5.35317 0.64407 1.87306
H5 -6.66197 0.72013 -0.11576
H6 -5.30004 0.25222 -1.14573
H7 -5.28792 2.66072 -1.46458
H8 -5.73441 2.93469 0.22973
H9 -3.34617 3.16976 0.42312
H10 -3.05401 1.98877 -0.87244
H11 -1.55836 -2.51193 -1.50925
H12 0.11046 -3.21685 0.25159
H13 0.85172 -2.46409 -1.18059
H14 1.92163 -1.53818 0.80077
H15 0.34174 -1.16486 1.52953
H16 4.59308 -1.26031 -0.83691
H17 6.52047 -1.05256 0.73916
H18 6.51452 0.73960 2.43095
H19 4.62391 2.31373 2.56662
H20 2.71356 2.07982 0.97638
H21 -0.17889 1.51847 -0.92968
H22 -0.99197 0.68462 0.42366
H23 -0.33035 -0.52553 -2.30543
H24 -1.94880 -0.02942 -1.78990

**Energy above the lowest of the compared OMol25 structures with the same formula, charge and spin**: 31.5 kcal per mole
**Max |F|**: 1.2 eV/A
**2S+1**: 1
**HOMO**: -9.1 eV
**Total energy**: -40024.138 eV
**SMILES string**: O=C(NC[C@@H]1CCCO1)C1CCN(S(=O)(=O)c2ccccc2)CC1
**LUMO**: 0.71 eV
**Orbital gap**: 9.80 eV

=====

Density functional theory data (wB97M-V/def2-TZVPD) for C17H24N2O8S4W as an isolated structure.

CARTESIAN COORDINATES (ANGSTROEM)
W1 0.53901 0.56496 0.47219
C1 3.64584 2.26828 0.53009
C2 2.62490 3.20549 -0.08699
S1 0.94273 3.04342 0.55811
C3 1.07773 3.44631 2.33215
C4 0.31349 2.46829 3.21229
S2 0.74812 0.71287 2.97561
C5 2.55173 0.70913 3.28012
C6 3.35649 -0.01950 2.21554
S3 3.10161 0.52868 0.49862
H1 3.88240 2.52665 1.56113
H2 4.57263 2.31870 -0.04095
H3 2.50602 3.02093 -1.15649
H4 2.93521 4.24395 0.03595
H5 0.65810 4.44440 2.45846
H6 2.13333 3.50268 2.59046
H7 -0.76065 2.50192 3.02218
H8 0.46798 2.70837 4.26466
H9 2.70620 0.22233 4.24268
H10 2.87365 1.74270 3.38519
H11 3.11207 -1.08205 2.18895
H12 4.42330 0.06115 2.42730
O1 0.02206 1.25856 -3.56559
C7 -0.30628 0.97496 -2.45367
O2 0.61562 0.62536 -1.52241
C8 -1.74472 0.88677 -2.03734
C9 -2.69815 0.75614 -3.04209
C10 -4.02073 0.59840 -2.69155
C11 -4.44009 0.56338 -1.37688
C12 -3.48684 0.69277 -0.38702
C13 -2.14913 0.88432 -0.70669
O3 -1.24390 1.12085 0.29160
N1 -3.93824 0.59905 1.01904
O4 -3.10776 0.26905 1.84692
O5 -5.10179 0.81467 1.23601
N2 -5.03338 0.43974 -3.76179
O6 -6.18667 0.37203 -3.41206
O7 -4.61810 0.39408 -4.89563
H13 -2.39869 0.77371 -4.08147
H14 -5.48400 0.43378 -1.12648
C14 1.99148 -5.07045 -0.36902
C15 1.17269 -4.01499 0.36691
S4 1.28996 -2.45393 -0.50971
O8 0.75743 -1.42682 0.59898
C16 -0.03654 -2.58506 -1.71668
C17 -1.44223 -2.66670 -1.14283
H15 1.84529 -6.02701 0.12963
H16 3.05419 -4.83567 -0.35943
H17 1.67160 -5.19374 -1.40418
H18 1.55893 -3.79461 1.36247
H19 0.11949 -4.27542 0.45362
H20 0.24662 -3.47799 -2.28328
H21 0.11519 -1.72763 -2.37149
H22 -1.66628 -3.64472 -0.72259
H23 -2.14563 -2.49001 -1.95646
H24 -1.62333 -1.91252 -0.37605

**Energy above the lowest of the compared OMol25 structures with the same formula, charge and spin**: 5.7 kcal per mole
**Max |F|**: 0.8 eV/A
**2S+1**: 3
**HOMO (spin up / spin down)**: -14.9 / -15.3 eV
**Total energy**: -82526.093 eV
**LUMO (spin up / spin down)**: -7.54 / -7.20 eV
**Net charge**: +2
**Orbital gap (spin up / spin down)**: 7.37 / 8.13 eV

=====

Density functional theory data (wB97M-V/def2-TZVPD) for one molecule with the formula C17H24O5 in a non-equilibrium geometry.

CARTESIAN COORDINATES (ANGSTROEM)
C1 2.95811 2.60229 -0.56687
C2 1.95051 2.60304 0.36737
O1 1.67576 3.72404 1.13956
O2 0.48750 3.30519 1.89718
C3 -0.14670 2.17451 1.32107
C4 -1.19973 2.79493 0.33938
C5 -2.09842 1.77699 -0.34112
C6 -3.39820 1.66062 0.48239
C7 -1.50848 0.36329 -0.51883
C8 -2.30675 -0.56573 -1.32202
C9 -1.51341 -1.28792 -2.15079
O3 -0.18951 -0.97743 -2.01011
C10 -0.10530 0.25332 -1.22250
C11 0.19121 1.31005 -2.29147
C12 1.03265 0.19044 -0.17906
O4 0.87149 -0.93996 0.72457
C13 1.62920 -2.01211 0.53241
O5 2.62564 -2.08158 -0.17888
C14 1.17858 -3.23125 1.34529
C15 2.20808 -4.33510 1.47872
C16 -0.11249 -3.79166 0.71302
C17 1.11748 1.44285 0.78739
H1 3.59149 3.47003 -0.74566
H2 3.17125 1.70553 -1.14032
H3 -0.65358 1.54997 2.07109
H4 -0.64354 3.37306 -0.42515
H5 -1.82546 3.49100 0.87599
H6 -2.39092 2.16774 -1.31643
H7 -3.79498 2.67453 0.68155
H8 -4.18434 1.08963 0.02314
H9 -3.20233 1.11520 1.44064
H10 -1.42227 -0.10183 0.45457
H11 -3.40803 -0.65160 -1.27268
H12 -1.85855 -2.03475 -2.85815
H13 0.41727 2.27498 -1.90617
H14 -0.67423 1.39797 -2.97168
H15 1.04557 0.93441 -2.84681
H16 1.95966 0.07395 -0.73103
H17 0.91220 -2.91240 2.33461
H18 2.55595 -4.67283 0.47202
H19 1.72842 -5.18977 1.96923
H20 3.01368 -3.92355 2.12282
H21 -0.44592 -4.64489 1.29723
H22 -0.93854 -3.06458 0.73060
H23 0.09266 -4.13934 -0.32107
H24 1.60735 1.03871 1.71495

**Energy above the lowest of the compared OMol25 structures with the same formula, charge and spin**: 114.4 kcal per mole
**Max |F|**: 3.5 eV/A
**2S+1**: 1
**HOMO**: -8.6 eV
**Total energy**: -28251.902 eV
**SMILES string**: C=C1OO[C@H]2C[C@H](C)[C@H]3C=CO[C@]3(C)[C@H](OC(=O)C(C)C)[C@@H]12
**LUMO**: 0.70 eV
**Orbital gap**: 9.31 eV

=====

> Look up the energy above the lowest of the compared OMol25 structures with the same formula, charge and spin of the third one.

31.5 kcal per mole

=====

> What is the formula in the fourth record?

C17H24N2O8S4W

=====

> Among the records above, which one has the lowest total energy?

C17H24N2O8S4W